Entry 1:
DFT (wB97M-V/def2-TZVPD) results for C3H3ClFNOS in the gas phase.

```
11
Properties=species:S:1:pos:R:3:forces:R:3:mulliken_charge:R:1
C -1.6589 -0.6012 0.2341 -1.54 -0.84 -1.25 -0.01
C 0.7203 -0.4584 0.1097 -0.84 -1.53 -0.75 -0.29
C 1.8461 0.2036 0.2896 3.50 -0.21 -2.01 0.37
H -1.3561 1.8627 -0.5586 -1.22 -0.78 0.08 0.34
H -1.4826 -1.7000 0.3971 0.36 1.30 0.24 0.18
H 0.6668 -1.5759 -0.1645 0.73 2.03 0.88 0.24
N -0.5408 0.1054 0.0131 -1.14 1.37 0.18 0.26
O -0.5041 1.4842 -0.3457 1.39 -1.21 0.62 -0.40
F 2.1681 1.5033 0.2881 -1.34 -0.74 0.67 -0.17
S -3.2558 -0.1906 -0.0595 1.52 0.33 0.44 -0.32
Cl 3.3969 -0.6330 -0.2034 -1.41 0.28 0.89 -0.19
```
Positions in Å, forces in eV/Å.

The gap between HOMO and LUMO is 8.671 eV. The HOMO energy is -0.3281 hartree. The SMILES is ON(C=S)/C=C(\F)Cl. The molar mass comes out at 155.6 g/mol.

***

Entry 2:
DFT (wB97M-V/def2-TZVPD) results for a molecular structure, C3H3ClI2O2.

```
11
Properties=species:S:1:pos:R:3:forces:R:3:mulliken_charge:R:1
C 0.6967 0.3225 -0.4247 -1.29 -1.12 -0.41 0.85
C 1.9078 -0.0297 0.3229 -0.84 2.20 -0.36 -1.25
C -1.6248 0.4632 -0.0362 -1.75 -0.79 -0.91 0.00
O 0.5262 0.4063 -1.5999 1.28 0.62 0.41 -0.50
O -0.4128 0.2949 0.4447 0.92 0.37 -0.05 -0.23
Cl -2.0750 0.1829 -1.6943 -0.22 0.15 0.74 -0.06
I -2.8899 1.6297 1.0635 -0.17 0.31 0.25 0.13
I -2.7411 -3.0091 0.3862 0.11 0.31 0.04 -0.05
H 1.7672 -0.7016 1.0717 -0.86 -2.35 1.85 0.39
H 2.5525 -0.3588 -0.3894 2.29 -0.95 -1.75 0.38
H 2.2931 0.7997 0.8557 0.55 1.26 0.19 0.34
```
Positions in Å, forces in eV/Å.

The gap between HOMO and LUMO (alpha / beta) is 9.192 / 4.714 eV. The HOMO energy (alpha / beta) is -0.3588 / -0.2822 hartree. The molar mass comes out at 360.3 g/mol.

***

Entry 3:
DFT (wB97M-V/def2-TZVPD) results for 2 unconnected molecules or ions with the total composition C3H3ClN2.

```
9
Properties=species:S:1:pos:R:3:forces:R:3:mulliken_charge:R:1
C 1.0692 -0.2110 -0.5221 0.03 -0.30 0.23 0.40
C -1.8347 -0.0837 1.5553 -0.08 0.18 -0.43 0.13
C 0.9311 0.5806 -1.5452 -0.23 0.47 -0.41 -0.48
N 1.1922 -1.1054 0.2816 0.11 -0.50 0.09 -0.41
N -1.5965 -0.5625 2.5606 0.19 -0.30 0.68 -0.35
Cl -0.6528 0.9154 -2.1895 0.01 -0.03 0.10 -0.19
H -2.0378 0.3536 0.6112 -0.09 0.15 -0.31 0.22
H 1.7488 1.0735 -2.0369 0.12 0.03 0.05 0.36
H 1.1805 -0.9606 1.2850 -0.08 0.32 0.00 0.32
```
Positions in Å, forces in eV/Å.

The gap between HOMO and LUMO is 9.597 eV. The HOMO energy is -0.3358 hartree. The SMILES is N=C=CCl.C#N. The molar mass comes out at 102.5 g/mol.

***

Entry 4:
DFT (wB97M-V/def2-TZVPD) results for C3H3ClN2 in the gas phase.

```
9
Properties=species:S:1:pos:R:3:forces:R:3:mulliken_charge:R:1
C 0.8435 1.1960 0.0138 1.42 -2.33 -0.04 -0.08
C 1.8532 -0.0489 0.0067 -2.86 1.25 0.08 0.46
C -0.2244 -0.7174 0.0125 -0.12 -0.10 -0.11 -0.29
N -0.3217 0.7160 0.0222 -0.49 0.80 0.00 -0.44
N 1.1537 -1.1074 0.0199 1.12 -0.14 -0.07 -0.42
Cl 3.5281 0.0323 -0.0037 0.72 0.07 0.00 -0.16
H 1.0926 2.2365 0.0070 0.14 0.40 0.01 0.39
H -0.7453 -1.1383 0.8753 0.02 0.03 0.01 0.27
H -0.7150 -1.1070 -0.8880 0.05 0.03 0.12 0.27
```
Positions in Å, forces in eV/Å.

The gap between HOMO and LUMO is 11.163 eV. The HOMO energy is -0.3901 hartree. The SMILES is ClC1=NCN=C1. The molar mass comes out at 102.5 g/mol.

***

Entry 5:
DFT (wB97M-V/def2-TZVPD) results for C3H3ClN2O in the gas phase.

```
10
Properties=species:S:1:pos:R:3:forces:R:3:mulliken_charge:R:1
C 1.0950 0.6936 -0.2201 -1.29 -1.83 0.19 -0.45
C -0.1191 0.0125 0.0594 -1.48 1.95 -0.53 0.05
C 2.1697 -0.2202 -0.4178 2.37 0.07 -0.90 0.61
N -0.0692 -1.2082 0.5015 1.82 -1.10 0.19 -0.45
N 1.8716 -1.6218 -0.6748 -2.90 1.98 0.47 -0.14
O 3.3363 0.1375 -0.5740 -0.27 -0.12 0.37 -0.60
Cl 3.0807 -2.6094 -0.3192 0.66 -0.62 0.45 0.07
H 1.3502 1.7403 -0.3791 -0.68 -0.31 0.05 0.36
H -1.1494 0.5401 -0.1193 1.85 -0.93 0.28 0.32
H -0.8097 -1.9172 0.4960 -0.08 0.92 -0.57 0.24
```
Positions in Å, forces in eV/Å.

The gap between HOMO and LUMO (alpha / beta) is 6.202 / 6.192 eV. The HOMO energy (alpha / beta) is -0.3206 / -0.3204 hartree. The molar mass comes out at 118.5 g/mol.

***

Entry 6:
DFT (wB97M-V/def2-TZVPD) results for C3H3ClN2O2 in the gas phase.

```
11
Properties=species:S:1:pos:R:3:forces:R:3:mulliken_charge:R:1
C -0.2722 0.2543 -0.0166 -4.58 0.44 0.49 0.07
C 1.5248 -1.0295 0.0219 0.73 0.74 -1.63 0.41
C -0.6978 -1.0092 0.1239 -1.46 2.79 -0.39 0.34
H -1.1700 1.9504 -0.9107 0.68 -1.45 2.67 0.27
H -1.8068 1.5617 0.8581 3.87 -0.41 -3.69 0.32
H 1.5360 1.2050 0.1233 -1.08 -2.70 -0.89 0.34
N -0.8499 1.5044 0.0505 -5.64 2.65 1.00 -0.61
N 1.0113 0.2898 -0.1682 6.66 0.43 1.24 -0.09
O 2.6677 -1.4178 -0.1266 -2.17 0.22 0.91 -0.54
O 0.3541 -1.8002 0.1625 3.06 -2.11 -0.08 -0.33
Cl -2.2974 -1.5091 -0.1182 -0.08 -0.60 0.34 -0.18
```
Positions in Å, forces in eV/Å.

The gap between HOMO and LUMO is 8.423 eV. The HOMO energy is -0.2985 hartree. The SMILES is Nc1[nH]c(=O)oc1Cl. The molar mass comes out at 134.5 g/mol.

***

Entry 7:
DFT (wB97M-V/def2-TZVPD) results for 2 unconnected molecules or ions with the total composition C3H3ClN2O2.

```
11
Properties=species:S:1:pos:R:3:forces:R:3:mulliken_charge:R:1
C -2.1492 -0.6856 -0.4238 -0.44 -0.48 0.08 0.39
C 0.6278 0.0977 0.5422 -2.49 -0.84 -0.29 -0.71
C -1.4551 0.4935 -0.6710 2.34 0.68 0.82 -0.28
N -2.7455 -1.6461 -0.2162 -0.10 -0.35 0.09 -0.33
N 1.5544 0.7005 -0.3102 0.69 0.49 -0.41 0.89
O 2.2527 1.5818 0.1633 0.04 0.19 0.05 -0.54
O 1.6114 0.3139 -1.4662 -0.01 -0.13 -0.23 -0.53
Cl -2.0402 1.9268 0.0402 -0.24 0.20 -0.05 -0.08
H 0.4953 -0.9655 0.4148 0.23 -0.01 -0.08 0.39
H 0.4842 0.5376 1.5116 0.06 0.28 0.03 0.41
H -0.8991 0.6068 -1.5924 -0.07 -0.03 0.00 0.40
```
Positions in Å, forces in eV/Å.

The gap between HOMO and LUMO (alpha / beta) is 8.163 / 7.720 eV. The HOMO energy (alpha / beta) is -0.3804 / -0.3658 hartree. The molar mass comes out at 134.5 g/mol.

***

Entry 8:
DFT (wB97M-V/def2-TZVPD) results for C3H3ClO2 in the gas phase.

```
9
Properties=species:S:1:pos:R:3:forces:R:3:mulliken_charge:R:1
C -0.5372 0.6573 -0.1799 0.80 -0.91 0.11 -0.32
C -1.0930 -0.5544 -0.5089 0.27 2.89 -1.10 -0.18
C 0.8458 0.2366 0.4938 -2.86 0.18 0.60 0.16
O -0.3417 -1.6361 -0.2987 0.49 -0.14 0.66 -0.19
O 0.7814 -1.2082 0.5387 -0.24 1.22 -0.25 -0.18
Cl 2.3720 0.8191 -0.1456 0.27 0.08 -0.74 -0.18
H -0.8604 1.7755 -0.2480 0.44 -2.69 0.00 0.29
H -1.9684 -0.7718 -1.1516 0.50 0.16 0.81 0.36
H 0.8015 0.6818 1.5002 0.33 -0.80 -0.08 0.25
```
Positions in Å, forces in eV/Å.

The gap between HOMO and LUMO is 10.171 eV. The HOMO energy is -0.3414 hartree. The SMILES is Cl[C@H]1C=COO1. The molar mass comes out at 106.5 g/mol.

***

Entry 9:
DFT (wB97M-V/def2-TZVPD) results for 3 unconnected molecules or ions with the total composition C3H3ClO2S.

```
10
Properties=species:S:1:pos:R:3:forces:R:3:mulliken_charge:R:1
C 0.5643 2.1757 -1.6892 -0.95 2.71 2.14 0.68
C 1.7733 -0.3027 0.1499 -1.38 1.24 0.35 0.14
C -1.3995 -1.2184 1.2193 1.32 0.03 1.64 -0.97
O 0.0511 2.9675 -1.0423 -1.74 1.32 0.90 -0.37
O 1.2290 1.4789 -2.2497 2.60 -3.51 -3.34 -0.30
S 0.5730 0.4753 0.8914 0.74 -1.08 0.22 -0.11
Cl 1.5577 -1.1779 -1.2597 0.32 -1.00 -0.14 -0.05
H -2.4261 -0.9525 1.3576 -0.25 0.44 -0.02 0.30
H -0.7770 -1.4846 2.0827 -0.66 0.72 0.22 0.34
H -1.1458 -1.9613 0.5399 -0.01 -0.87 -1.96 0.34
```
Positions in Å, forces in eV/Å.

The gap between HOMO and LUMO (alpha / beta) is 7.758 / 7.314 eV. The HOMO energy (alpha / beta) is -0.3216 / -0.3196 hartree. The molar mass comes out at 138.6 g/mol.

***

Entry 10:
DFT (wB97M-V/def2-TZVPD) results for C3H3ClOS in the gas phase.

```
9
Properties=species:S:1:pos:R:3:forces:R:3:mulliken_charge:R:1
C -0.3833 0.4459 0.8439 0.06 -1.82 0.63 0.46
C 0.2565 -0.1533 -0.3967 -0.76 -2.35 0.51 0.44
C 0.2599 -1.5086 -0.5533 -0.39 1.59 0.48 -0.68
H 0.0810 2.6513 0.1550 0.71 0.37 -1.16 0.10
H 0.5689 -1.9853 -1.4749 0.20 0.22 0.06 0.29
H -0.1494 -2.1500 0.2316 0.23 0.43 -0.18 0.27
O -0.7880 -0.3246 1.6969 0.17 0.77 -0.55 -0.53
S -0.6044 2.1478 1.1290 -0.73 0.04 1.10 -0.14
Cl 0.7589 0.8768 -1.6314 0.51 0.75 -0.89 -0.22
```
Positions in Å, forces in eV/Å.

The gap between HOMO and LUMO is 9.767 eV. The HOMO energy is -0.3686 hartree. The SMILES is C=C(Cl)C(=O)S. The molar mass comes out at 122.6 g/mol.